Entry 1:
Density functional theory data (ωB97M-V/def2-TZVPD) for a molecular structure, C35H35BrCl2CuO4S4.

Calculated values
Maximum force, eV/A: 0.32
Net charge: -2
ΔE to the lowest compared entry with this formula, charge and spin, kJ/mol: 76.7
Highest occupied orbital energy (alpha / beta), eV: -2.06 / -1.97
2S+1: 2
Kohn-Sham gap (alpha / beta), eV: 6.024 / 5.940

Cartesian coordinates (Å):
Cu: -0.7597 -1.3827 -0.3522
O: -3.7089 -3.9608 -0.4879
C: -2.5292 -3.6105 -0.4307
O: -2.0766 -2.5667 -1.0228
C: -1.5487 -4.5139 0.3275
C: -2.1321 -5.6623 0.8700
C: -1.4127 -6.6131 1.5692
C: -0.0424 -6.4238 1.7287
C: 0.5571 -5.2984 1.2037
C: -0.1640 -4.3069 0.5079
S: 0.8095 -2.9366 -0.0085
H: -3.1984 -5.7681 0.7218
H: -1.9074 -7.4841 1.9842
H: 0.5571 -7.1489 2.2710
H: 1.6195 -5.1355 1.3456
C: 5.5772 0.6703 -3.6780
C: 4.4629 1.4922 -4.3442
C: 4.8712 2.9675 -4.3182
C: 4.3468 1.0658 -5.8140
C: 3.1516 1.2480 -3.6007
C: 2.4429 0.0625 -3.7752
C: 1.3253 -0.2057 -3.0158
Br: 0.3332 -1.7711 -3.4216
C: 0.8520 0.6334 -1.9673
O: -0.1000 0.2751 -1.1753
C: 1.4805 1.9190 -1.9176
C: 2.6175 2.1511 -2.6887
C: 0.9573 3.1293 -1.1150
C: 0.6720 4.2698 -2.1095
C: -0.3410 2.9081 -0.3296
C: 2.0356 3.6004 -0.1289
H: 6.5411 0.8379 -4.1730
H: 5.3449 -0.3958 -3.7223
H: 5.6730 0.9444 -2.6252
H: 5.7835 3.1065 -4.9058
H: 5.0764 3.3124 -3.3027
H: 4.0882 3.6024 -4.7406
H: 5.2646 1.3197 -6.3545
H: 3.5072 1.5700 -6.2975
H: 4.1938 -0.0097 -5.9125
H: 2.7475 -0.6753 -4.5072
H: 3.0967 3.1171 -2.5801
H: -0.0850 3.9575 -2.8322
H: 1.5675 4.5632 -2.6620
H: 0.2945 5.1481 -1.5752
H: -1.1578 2.6180 -0.9909
H: -0.6033 3.8526 0.1633
H: -0.2441 2.1326 0.4238
H: 2.9458 3.9255 -0.6410
H: 2.2978 2.7945 0.5566
H: 1.6613 4.4427 0.4626
O: -1.7965 -1.2589 1.4867
C: -2.0789 -0.6431 2.6518
C: -1.2939 0.6698 2.8192
C: 0.0663 0.7359 2.7535
C: 0.5804 2.0398 2.9815
C: -0.4010 2.9587 3.2020
S: -1.9482 2.2300 3.1400
C: -3.6169 -0.4768 2.7683
C: -4.4837 -1.1318 1.9475
C: -5.8513 -0.9331 2.2941
C: -6.0080 -0.1395 3.3894
S: -4.4891 0.3554 4.0118
C: -1.6633 -1.5301 3.8473
C: -1.5672 -1.2580 5.1822
C: -1.1762 -2.3940 5.9451
C: -0.9871 -3.4947 5.1584
S: -1.2605 -3.1538 3.5044
H: 0.6674 -0.1403 2.5414
H: 1.6345 2.2826 2.9658
H: -0.3021 4.0209 3.3674
H: -4.1239 -1.7483 1.1347
H: -6.6769 -1.3703 1.7471
H: -6.9239 0.1830 3.8620
H: -1.7587 -0.2781 5.6028
H: -1.0367 -2.3861 7.0196
H: -0.6776 -4.4824 5.4670
Cl: -3.4231 0.4901 -1.0262
C: -3.9130 1.9077 -0.1353
Cl: -4.3812 3.2820 -1.1917
H: -3.0799 2.2382 0.4746
H: -4.7712 1.6579 0.4761

***

Entry 2:
Density functional theory data (ωB97M-V/def2-TZVPD) for a molecular structure, C35H35FeN8O4 in a non-equilibrium geometry.

Calculated values
Maximum force, eV/A: 1.66
Net charge: +2
ΔE to the lowest compared entry with this formula, charge and spin, kJ/mol: 24.2
Highest occupied orbital energy (alpha / beta), eV: -12.41 / -12.40
2S+1: 6
Kohn-Sham gap (alpha / beta), eV: 7.159 / 5.440

Cartesian coordinates (Å):
Fe: -1.9010 -1.0080 -0.7960
C: 3.5140 0.0023 5.0090
O: 2.2489 -0.0951 4.3605
C: 1.1428 0.1812 5.0948
C: 1.1260 0.4156 6.4606
C: -0.0710 0.7073 7.0994
C: -1.2488 0.7944 6.3774
C: -1.2386 0.5703 5.0086
C: -0.0541 0.2351 4.3621
N: 0.0671 0.0280 2.9693
C: -0.8362 -0.4558 2.0957
N: -1.8546 -1.1799 2.6191
C: -3.0254 -1.6145 1.9800
C: -3.3554 -1.1420 0.7113
C: -4.4972 -1.5369 0.0307
C: -5.3491 -2.4609 0.6305
C: -5.0418 -2.9425 1.8862
C: -3.8940 -2.5445 2.5843
O: -3.7382 -3.1927 3.7588
C: -2.9854 -2.7109 4.8668
N: -0.7186 -0.2677 0.8057
C: 0.3495 0.4802 0.2442
C: 0.0967 1.7157 -0.3466
C: 1.1192 2.4414 -0.9357
C: 2.4061 1.9274 -0.9416
C: 2.6777 0.6962 -0.3602
C: 1.6612 -0.0302 0.2448
O: 1.8217 -1.2240 0.8640
C: 3.1501 -1.6797 1.0981
H: 4.2600 -0.1661 4.2382
H: 3.6197 -0.7564 5.7861
H: 3.6549 0.9937 5.4428
H: 2.0394 0.3774 7.0371
H: -0.0750 0.8879 8.1654
H: -2.1722 1.0627 6.8723
H: -2.1451 0.7142 4.4353
H: 0.9864 0.2288 2.6016
H: -1.7328 -1.4240 3.5871
H: -4.7590 -1.0995 -0.9288
H: -6.2562 -2.7732 0.1312
H: -5.6961 -3.6435 2.3874
H: -3.3056 -3.3082 5.7157
H: -3.2061 -1.6644 5.0899
H: -1.9124 -2.8737 4.7340
H: -0.9145 2.1051 -0.3067
H: 0.9183 3.4060 -1.3829
H: 3.2142 2.4888 -1.3917
H: 3.6872 0.3084 -0.3764
H: 3.0665 -2.5020 1.8028
H: 3.7647 -0.8919 1.5377
H: 3.6182 -2.0391 0.1796
N: 2.2031 1.9753 -5.6633
C: 2.6810 3.0547 -6.3639
C: 3.7802 3.2288 -7.1984
C: 3.9229 4.4731 -7.7757
C: 3.0104 5.5151 -7.5315
C: 1.9218 5.3445 -6.7084
C: 1.7445 4.0857 -6.1239
N: 0.7381 3.6218 -5.3225
C: 1.0306 2.3710 -5.0662
C: 0.1775 1.5192 -4.2648
C: -1.0863 1.9893 -3.8891
C: -1.8931 1.2010 -3.1075
N: -1.5252 -0.0209 -2.6861
C: -0.3225 -0.4894 -3.0691
C: 0.5472 0.2352 -3.8492
H: 2.6026 1.0544 -5.6687
H: 4.4821 2.4285 -7.3932
H: 4.7594 4.6495 -8.4381
H: 3.1716 6.4703 -8.0124
H: 1.2160 6.1401 -6.5132
H: -1.4082 2.9677 -4.2160
H: -2.8807 1.5342 -2.8144
H: -0.0665 -1.4916 -2.7397
H: 1.5051 -0.1914 -4.1104
N: -0.6078 -5.1459 -1.0182
C: -1.4717 -4.1846 -0.6692
N: -2.5866 -4.5402 -0.0115
O: -1.2238 -2.9842 -0.9417
H: -0.7927 -6.1200 -0.8566
H: 0.2262 -4.8962 -1.5187
H: -2.8151 -5.5008 0.1762
H: -3.2660 -3.8349 0.2262

***

Entry 3:
Density functional theory data (ωB97M-V/def2-TZVPD) for a molecular structure, C35H35N6O3S2Ta.

Calculated values
Maximum force, eV/A: 0.60
Net charge: 0
Highest occupied orbital energy, eV: -7.51
2S+1: 1
Kohn-Sham gap, eV: 6.504

Cartesian coordinates (Å):
Ta: -0.4539 -0.5376 0.0484
C: 2.5845 0.5488 -2.9038
C: 3.2537 1.0185 -1.6122
C: 2.4139 0.8376 -0.3357
N: 0.9834 1.0171 -0.5892
C: 0.5670 2.2209 -0.9319
C: 1.3770 3.3724 -0.8507
C: 1.1824 4.6582 -1.3055
C: 0.1501 5.1974 -2.0610
C: -0.9867 4.5152 -2.4514
C: -1.4248 3.2427 -2.1238
C: -0.8508 2.2398 -1.3190
N: -1.5083 1.1588 -0.9206
C: -2.9663 1.1975 -1.1169
C: -3.7663 0.2763 -0.2035
C: -3.4962 -1.2053 -0.4756
N: -2.1507 -1.3488 -1.0163
C: -2.0084 -1.5812 -2.3229
C: -3.0699 -1.5451 -3.2491
C: -3.1588 -1.9717 -4.5637
C: -2.2384 -2.6329 -5.3496
C: -0.9385 -2.9323 -4.9673
C: -0.2345 -2.5563 -3.8434
C: -0.6116 -1.7947 -2.7111
N: 0.2607 -1.3464 -1.8182
C: 1.6728 -1.7106 -2.0048
C: 2.4552 -0.9605 -3.0819
H: 1.5995 1.0123 -2.9980
H: 3.1711 0.9302 -3.7436
H: 4.2096 0.5050 -1.4746
H: 3.4958 2.0751 -1.7320
H: 2.5546 -0.1464 0.0979
H: 2.7620 1.5181 0.4519
H: 2.3123 3.2282 -0.3287
H: 1.9903 5.3414 -1.0633
H: 0.2504 6.2262 -2.3781
H: -1.6690 5.0648 -3.0925
H: -2.3747 2.9841 -2.5675
H: -3.3081 2.2179 -0.9208
H: -3.2018 0.9831 -2.1679
H: -3.5303 0.5208 0.8306
H: -4.8265 0.4983 -0.3453
H: -3.5528 -1.7868 0.4424
H: -4.2316 -1.6385 -1.1505
H: -3.9862 -1.1098 -2.8820
H: -4.1250 -1.7901 -5.0225
H: -2.5545 -2.9509 -6.3341
H: -0.3617 -3.5169 -5.6767
H: 0.7908 -2.8912 -3.8421
H: 2.1750 -1.5869 -1.0531
H: 1.7251 -2.7890 -2.1879
H: 3.4559 -1.4053 -3.0863
H: 2.0311 -1.1559 -4.0683
S: 0.5177 -2.8864 0.5516
C: -0.3095 -2.7903 2.0678
S: -1.6727 -1.7374 1.9998
C: 0.1001 -3.4105 3.2213
C: 1.3075 -4.1528 3.2584
N: 2.3186 -4.7021 3.3169
C: -0.5905 -3.2044 4.4442
N: -1.1437 -3.0386 5.4400
C: 3.9353 -1.8081 5.0022
O: 3.0209 -0.9211 5.6367
C: 2.0454 -0.3785 4.8897
C: 1.1299 0.4316 5.5873
C: 0.0847 1.0046 4.9191
C: -0.1128 0.8018 3.5377
C: -1.2257 1.3814 2.8183
C: -2.0891 2.4159 3.4900
O: -1.5140 1.0886 1.6462
C: 0.8359 0.0101 2.8541
O: 0.7350 -0.1685 1.5570
C: 1.9152 -0.5740 3.5244
H: 4.5993 -2.1563 5.7888
H: 4.5176 -1.2844 4.2395
H: 3.4169 -2.6591 4.5561
H: 1.2622 0.5610 6.6508
H: -0.6159 1.6052 5.4797
H: -2.3769 2.1258 4.4973
H: -2.9789 2.5742 2.8853
H: -1.5363 3.3549 3.5590
H: 2.5856 -1.1986 2.9538